# 1
123
Properties=species:S:1:pos:R:3:lowdin_charge:R:1 method="wB97M-V/def2-TZVPD" multiplicity=1 homo_lumo_gap_ev=6.9 total_charge=+2 lumo_ev=-5.1 homo_ev=-12.1
In -1.0360 -1.1207 -2.8588 0.81
S -2.4409 -8.1115 0.7038 1.06
N -3.3700 -6.7970 0.5989 -0.20
C -2.6747 -5.8848 -0.0636 -0.31
C -3.1349 -4.5508 -0.4020 -0.08
C -4.4080 -4.0735 -0.0776 0.04
C -4.7637 -2.8057 -0.4724 -0.01
C -3.8401 -2.0477 -1.1899 -0.12
N -2.6318 -2.4860 -1.4982 0.00
C -2.2667 -3.7199 -1.1138 -0.17
C -0.9208 -4.1808 -1.4962 -0.16
N -0.1385 -3.3192 -2.1653 0.02
C 1.0704 -3.7039 -2.5423 -0.11
C 1.5714 -4.9805 -2.2967 -0.01
C 0.7798 -5.8773 -1.6173 0.02
C -0.4875 -5.4736 -1.1913 -0.08
C -1.3913 -6.3372 -0.4567 -0.31
N -1.1362 -7.5816 -0.0834 -0.19
H -5.0942 -4.7110 0.4644 0.13
H -5.7408 -2.4008 -0.2513 0.12
H -4.0911 -1.0493 -1.5337 0.11
H 1.6619 -2.9691 -3.0776 0.11
H 2.5566 -5.2504 -2.6494 0.12
H 1.1124 -6.8868 -1.4118 0.13
C -0.4053 4.9145 5.0582 -0.41
S -1.8434 4.7067 3.9961 0.83
C -0.9930 4.5199 2.4167 -0.53
C -2.0110 4.4784 1.2887 -0.25
C -1.4070 4.1477 -0.0653 -0.20
N -0.9722 2.7296 -0.2027 -0.34
P 0.6083 2.3885 -0.4667 0.89
C 1.0531 2.4144 -2.1800 -0.28
C 2.3858 2.1928 -2.5394 -0.05
C 2.7514 2.2482 -3.8701 -0.03
C 1.7973 2.5503 -4.8386 -0.04
C 0.4807 2.7965 -4.4805 -0.05
C 0.1026 2.7282 -3.1466 -0.07
C 1.6835 3.4944 0.4142 -0.28
C 2.1212 4.6718 -0.1930 -0.07
C 2.9398 5.5428 0.5079 -0.04
C 3.3281 5.2342 1.8051 -0.04
C 2.9086 4.0528 2.4042 -0.05
C 2.0880 3.1792 1.7121 -0.08
P -2.1050 1.4117 -0.4945 1.04
C -3.4834 2.2376 -1.3500 -0.38
C -4.4506 3.0103 -0.6996 -0.09
C -5.4628 3.6209 -1.4204 -0.05
C -5.5257 3.4687 -2.8007 -0.05
C -4.5770 2.7017 -3.4588 -0.06
C -3.5635 2.0875 -2.7354 -0.12
C -2.7630 1.1062 1.1719 -0.39
C -1.9496 1.2471 2.2917 -0.14
C -2.4124 0.8896 3.5485 -0.07
C -3.6847 0.3586 3.6960 -0.06
C -4.4974 0.1947 2.5818 -0.07
C -4.0419 0.5683 1.3271 -0.11
H -0.7680 5.0452 6.0755 0.03
H 0.1634 5.7998 4.7761 0.04
H 0.2389 4.0358 5.0287 0.03
H -0.3975 3.6047 2.4336 0.04
H -0.3035 5.3571 2.2695 0.09
H -2.4897 5.4569 1.1964 0.13
H -2.8050 3.7678 1.5291 0.08
H -0.5470 4.7932 -0.2602 0.11
H -2.1278 4.3454 -0.8591 0.11
H 3.1318 1.9769 -1.7845 0.11
H 3.7793 2.0655 -4.1539 0.12
H 2.0901 2.6051 -5.8787 0.12
H -0.2516 3.0463 -5.2363 0.12
H -0.9241 2.9254 -2.8640 0.09
H 1.8374 4.9044 -1.2128 0.12
H 3.2799 6.4562 0.0399 0.12
H 3.9706 5.9142 2.3485 0.12
H 3.2289 3.8096 3.4083 0.12
H 1.7699 2.2539 2.1750 0.12
H -4.4179 3.1271 0.3759 0.10
H -6.2052 4.2173 -0.9072 0.12
H -6.3188 3.9461 -3.3603 0.12
H -4.6279 2.5756 -4.5321 0.11
H -2.8270 1.4857 -3.2564 0.05
H -0.9499 1.6529 2.1900 0.08
H -1.7794 1.0374 4.4132 0.11
H -4.0495 0.0870 4.6775 0.11
H -5.4980 -0.2021 2.6946 0.11
H -4.6998 0.4682 0.4725 0.10
C -1.3416 -5.9768 3.4489 0.00
C -0.3669 -5.2288 2.6057 -0.26
C 0.8693 -5.6779 2.2440 0.03
C 1.6919 -4.8189 1.4879 -0.29
N 1.3128 -3.6077 1.1118 0.13
C 0.0967 -3.1542 1.4697 -0.74
S -0.4897 -1.6219 1.0939 0.81
N -0.7196 -3.9879 2.1944 0.12
C 3.0673 -5.2559 1.1025 -0.01
H -1.1248 -7.0416 3.4301 0.09
H -2.3669 -5.8180 3.1119 0.08
H -1.2646 -5.6333 4.4825 0.11
H 1.2040 -6.6621 2.5355 0.14
H -1.6211 -3.6066 2.4548 0.15
H 3.0720 -6.2938 0.7702 0.09
H 3.7198 -5.1960 1.9769 0.10
H 3.4690 -4.6094 0.3266 0.08
C 5.6605 1.9422 0.1178 -0.01
C 5.4945 0.8455 -0.8937 -0.20
C 6.3865 0.6831 -1.9431 -0.05
C 6.2107 -0.3282 -2.8774 -0.67
Cl 7.3401 -0.4933 -4.1797 0.69
C 5.1387 -1.1940 -2.7850 -0.09
C 4.2306 -1.0449 -1.7441 -0.01
C 4.4210 -0.0441 -0.8048 -0.23
O 3.5521 0.2071 0.2411 -0.03
C 2.5123 -0.7123 0.5062 -0.11
C 1.3465 -0.2282 -0.3333 -0.54
O 0.8614 0.9750 0.2172 -0.18
O 1.1106 -0.5172 -1.4709 -0.08
H 6.4794 2.6012 -0.1637 0.09
H 5.8740 1.5313 1.1061 0.10
H 4.7501 2.5376 0.2105 0.07
H 7.2312 1.3527 -2.0377 0.12
H 5.0088 -1.9712 -3.5250 0.11
H 3.3706 -1.6974 -1.6895 0.09
H 2.2707 -0.6505 1.5634 0.13
H 2.7547 -1.7373 0.2442 0.11

=====

# 2
60
Properties=species:S:1:pos:R:3:lowdin_charge:R:1 method="wB97M-V/def2-TZVPD" multiplicity=1 homo_lumo_gap_ev=9.3 lumo_ev=0.0 homo_ev=-9.3
C 2.3824 1.7310 1.5551 -0.34
S 1.6382 0.0645 1.1274 0.81
H 1.7146 2.5370 1.2942 -0.01
H 2.7508 1.7315 2.5118 0.00
H 3.2813 1.7943 0.8520 0.05
H 1.9525 -0.6075 2.1073 -0.25
H 0.7698 0.4856 -3.5388 -0.03
H 2.0388 0.3486 -2.7970 -0.07
O 1.6203 0.1005 -3.5346 0.01
H -1.8370 1.5479 2.3227 0.12
H -2.0870 1.0012 0.9312 0.01
O -1.6270 1.7537 1.3118 -0.10
H -0.8906 -2.1092 -2.8216 0.09
H -2.0807 -1.2503 -2.1681 -0.08
O -1.6561 -2.0612 -2.1291 -0.07
H 3.2474 -2.1620 3.3637 0.08
H 1.8660 -3.0196 3.1251 0.00
O 2.2723 -2.2431 3.6161 -0.15
H 0.1919 -3.9318 1.5410 0.03
H 1.5947 -3.7873 1.1192 -0.02
O 1.0906 -3.8427 1.9400 -0.09
H -4.0390 2.0794 0.5559 0.09
H -4.0869 0.9194 -0.5519 0.07
O -3.9479 1.9028 -0.4355 -0.10
H -0.5703 2.9940 0.9391 -0.03
H -0.0192 4.3168 0.9900 -0.04
O 0.0202 3.5954 0.6109 0.07
H -1.4164 -0.9306 0.0362 0.04
H -0.5394 -0.7902 1.1490 0.01
O -1.5239 -0.9276 0.9764 -0.09
H 2.9938 1.1424 -1.0598 -0.02
H 4.1624 1.5649 -1.8690 -0.02
O 3.6162 0.8705 -1.7653 -0.04
H 1.2037 -3.1343 -2.8715 0.06
H 1.5008 -1.6623 -2.7321 -0.03
O 1.1067 -2.3673 -2.3707 0.04
H -1.0643 1.8952 -2.7123 0.03
H -0.9311 1.8223 -4.1835 0.05
O -0.7900 1.3012 -3.4408 -0.02
H -2.3900 -0.0799 2.4085 -0.03
H -2.2386 -0.6863 3.6572 0.11
O -2.8824 0.0745 3.2579 -0.14
H -1.4276 -2.7050 1.1569 -0.02
H -1.7522 -3.5683 -0.0974 0.00
O -1.4392 -3.5477 0.7567 0.00
H -2.5774 2.9296 -1.2355 -0.02
H -1.2499 3.4325 -0.6487 0.02
O -1.7008 3.1649 -1.4791 -0.05
H 1.9356 -3.0279 -1.0765 0.09
H 3.2331 -2.9032 -0.3644 0.01
O 2.4620 -3.3858 -0.1940 -0.09
H 1.3969 3.0892 -0.3521 0.02
H 1.3721 2.7628 -1.9360 0.09
O 1.8589 2.6008 -1.0827 -0.11
H -3.7294 0.1960 -3.3601 0.05
H -2.3643 0.7950 -2.6689 0.01
O -3.0982 0.1682 -2.6735 -0.03
H 0.2584 -1.3151 4.0133 0.08
H 0.6370 -0.2465 4.6555 0.02
O -0.2125 -0.4207 4.2681 -0.10

=====

# 3
21
Properties=species:S:1:pos:R:3:lowdin_charge:R:1 method="wB97M-V/def2-TZVPD" multiplicity=1 homo_lumo_gap_ev=10.0 lumo_ev=0.9 smiles="CC(=O)N(C)C(C)C" homo_ev=-9.1
C 0.4445 0.7583 2.3927 0.00
C -0.0456 1.3875 1.0944 -0.50
N 0.2326 0.6960 -0.0785 -0.09
C -0.0335 1.4491 -1.3074 -0.04
C -1.3388 -1.0882 -0.9085 -0.07
C -0.0893 -0.7361 -0.1027 -0.40
C 1.1082 -1.5479 -0.6352 -0.05
O -0.5635 2.4826 1.0968 0.06
H -0.3663 0.3330 2.9732 0.08
H 0.9758 1.5593 2.9078 0.09
H 1.0912 -0.0863 2.1761 0.07
H 0.2082 2.4843 -1.1157 0.09
H -1.0688 1.3420 -1.6342 0.08
H 0.5927 1.0090 -2.0803 0.09
H -2.2701 -0.8002 -0.4356 0.08
H -1.3414 -0.7971 -1.9641 0.08
H -1.3894 -2.1780 -0.9398 0.08
H -0.3117 -1.0803 0.9046 0.12
H 1.3873 -1.1682 -1.6186 0.07
H 1.9830 -1.4317 0.0057 0.08
H 0.7948 -2.5870 -0.7308 0.07

=====

# 4
9
Properties=species:S:1:pos:R:3:mulliken_spin:R:1 method="wB97M-V/def2-TZVPD" multiplicity=6 homo_lumo_gap_ev="6.5 / 6.4" total_charge=+2 lumo_ev="-12.0 / -12.1" homo_ev="-18.5 / -18.5"
O -0.9306 -0.2011 -0.9073 0.03
H -1.7064 -0.4360 -1.4427 0.00
O 1.0939 0.4057 0.4972 0.05
Mn -0.6621 -0.3541 1.2934 4.92
H 1.8910 0.7129 0.9493 0.00
C 1.2668 0.4530 -0.9223 0.00
C 0.0848 0.1494 -1.6944 0.01
H 1.2205 1.5276 -1.4030 0.00
H 2.1125 -0.1547 -1.2784 0.00

=====

# 5
17
Properties=species:S:1:pos:R:3:mulliken_spin:R:1 method="wB97M-V/def2-TZVPD" multiplicity=2 homo_lumo_gap_ev="5.1 / 7.5" total_charge=-1 lumo_ev="4.3 / 4.2" homo_ev="-0.8 / -3.3"
C -1.4522 -1.3625 0.3045 -0.01
C -0.9719 0.0633 0.7938 0.07
N -0.7803 1.0465 -0.2092 0.04
C 0.3419 0.6486 -1.2036 0.03
C 1.4274 0.2293 -0.2862 0.45
N 1.7171 1.2250 0.6158 0.25
O 1.8898 -1.0617 -0.6555 0.27
H -2.0233 -1.1147 -0.6301 0.00
H -0.6699 -1.9212 -0.0916 0.00
H -1.9671 -1.9407 1.0825 0.00
H -1.6921 0.4384 1.4011 -0.01
H 0.0331 0.0237 1.3555 0.00
H -0.2705 1.9187 0.1076 -0.02
H 0.0183 -0.0640 -1.8825 0.00
H 0.5564 1.4809 -1.7680 -0.11
H 2.7096 1.1564 0.8172 0.00
H 1.1336 -0.7660 0.2487 0.05

=====

# 6
35
Properties=species:S:1:pos:R:3:lowdin_charge:R:1 method="wB97M-V/def2-TZVPD" multiplicity=1 homo_lumo_gap_ev=9.1 total_charge=+1 lumo_ev=-3.6 homo_ev=-12.7
C -3.2026 1.4894 -1.5000 0.00
O -2.3438 2.2613 -0.6206 -0.13
C -1.1156 2.6646 -0.9525 -0.13
C -0.0451 2.2092 -0.0310 -0.18
C 1.2910 2.0631 -0.5173 -0.03
C 2.3247 1.8245 0.3978 -0.05
C 2.0270 1.5817 1.7494 -0.04
C 0.6887 1.5344 2.1716 -0.05
C -0.3608 1.8328 1.2901 0.00
H -4.0581 1.2647 -0.8549 0.11
H -3.5439 2.0715 -2.3801 0.10
H -2.6815 0.5654 -1.8043 0.11
H -0.9029 2.7630 -2.0378 0.16
H 1.4933 2.2213 -1.5936 0.13
H 3.3626 1.8434 0.0436 0.12
H 2.8418 1.4450 2.4669 0.12
H 0.4433 1.2699 3.1945 0.11
H -1.4182 1.7620 1.5855 0.13
C -0.4127 5.1598 -2.9426 -0.14
C -1.9291 5.1318 -3.0838 -0.15
C -2.5210 5.0134 -1.6951 -0.11
N -1.3435 4.5808 -0.7989 -0.17
N -1.4262 4.8543 0.5309 0.04
C -2.4025 5.5669 1.0113 0.06
C -0.0590 4.8934 -1.4963 -0.12
H 0.0503 4.4064 -3.5902 0.12
H -0.0594 6.1659 -3.1942 0.12
H -2.2345 6.0955 -3.5146 0.12
H -2.2736 4.2939 -3.7002 0.12
H -2.9432 6.0059 -1.4484 0.12
H -3.3161 4.2667 -1.5802 0.12
H -2.3532 5.9738 2.0603 0.11
H -3.3340 5.7770 0.3984 0.09
H 0.5355 3.9839 -1.4181 0.07
H 0.5159 5.6832 -1.0101 0.14

=====

# 7
17
Properties=species:S:1:pos:R:3:lowdin_charge:R:1 method="wB97M-V/def2-TZVPD" multiplicity=1 homo_lumo_gap_ev=8.3 lumo_ev=-1.1 homo_ev=-9.4
C -0.3111 2.0213 -1.4348 -0.05
C -1.5730 1.3645 -1.4837 -0.04
C 0.6960 1.3739 -0.7317 -0.07
C -1.8058 0.1952 -0.7403 0.01
C 0.5272 0.1502 -0.1155 -0.16
C -0.7799 -0.4684 0.0077 -0.26
C 1.6617 -0.6729 0.3046 -0.75
N -0.4223 -1.5133 2.1681 -0.17
O 1.7475 -1.8359 0.6609 -0.17
O 1.1777 -2.5998 3.5396 -0.42
O -1.1651 -1.5516 0.6500 -0.06
S 0.5324 -2.7019 2.2715 0.94
Cl 3.2352 0.0005 0.2112 0.79
H 0.0343 2.8966 -1.9228 0.09
H -2.4502 1.7025 -1.9230 0.08
H 1.7794 1.7070 -0.6318 0.10
H -2.8840 -0.0678 -0.8300 0.13

=====

# 8
19
Properties=species:S:1:pos:R:3:lowdin_charge:R:1 method="wB97M-V/def2-TZVPD" multiplicity=1 homo_lumo_gap_ev=10.7 lumo_ev=1.3 smiles=C[C@@H]1[C@H]2C[C@@H]3[C@H]2[C@H]13.[H][H] homo_ev=-9.5
C -0.3976 -0.5806 -1.8667 -0.11
C -0.0922 -0.7671 -0.3576 -0.29
C -1.1064 0.0982 0.4060 -0.20
C -0.8702 -0.2102 1.9034 -0.10
C 0.3935 0.5881 1.7394 -0.19
C 0.9600 0.1086 0.3902 -0.20
C -0.0272 1.2448 0.4723 -0.12
H 0.2612 -1.1083 -2.5665 0.06
H -0.4271 0.4744 -2.1702 0.08
H -1.4079 -0.9807 -2.0453 0.08
H -0.0896 -1.8468 -0.1509 0.13
H 1.8524 -0.0581 -1.8074 0.05
H -2.1144 0.2127 0.0106 0.14
H -0.6843 -1.2643 2.1447 0.11
H -1.6214 0.2098 2.5709 0.11
H 1.0134 1.0494 2.5056 0.13
H 2.2952 0.4901 -1.5921 0.09
H 2.0369 0.0812 0.3205 0.09
H 0.0257 2.2588 0.0930 0.13

=====

| no. | E (hartree) |
| --- | --- |
| 1 | -5262.802946 |
| 2 | -1814.473337 |
| 3 | -366.411695 |
| 4 | -1379.233543 |
| 5 | -342.973704 |
| 6 | -691.155735 |
| 7 | -1407.845723 |
| 8 | -273.767536 |